Record 1
Below is 2 unconnected molecules or ions with the total composition C4H12 in a non-equilibrium geometry, with properties calculated with the ωB97M-V functional and the def2-TZVPD basis.

```
16
Properties=species:S:1:pos:R:3:forces:R:3
H -1.06618 2.13078 -0.19372 1.0 0.1 0.0
H 0.38015 -1.04646 -0.73667 -1.9 0.1 1.0
H 1.73860 2.44664 0.04793 -1.3 -1.8 -0.4
C -0.23737 1.75497 -0.84376 1.8 5.0 1.2
H 0.02601 2.60191 -1.57975 -1.1 -1.6 0.5
H -1.03693 -1.67921 1.90770 -0.7 -0.4 0.3
C -0.61119 -1.25336 -0.17719 -0.1 0.3 0.7
H -0.60526 0.88385 -1.17099 -1.1 -2.7 -2.3
C 1.12852 1.46856 -0.18809 0.9 1.4 0.1
H 0.66620 -1.69870 1.62463 -1.4 -0.5 -0.9
H -0.28551 -3.15054 1.08638 -0.4 1.5 0.0
H 1.71793 0.90586 -0.96033 -0.3 0.3 1.0
H -1.18758 -1.94402 -0.79956 -0.1 0.4 -0.2
C -0.34710 -2.01717 1.15754 2.5 0.1 0.3
H 1.01408 0.90451 0.74615 0.3 0.0 -0.3
H -1.29434 -0.30764 0.07971 1.9 -2.1 -0.9
```
Positions in Å, forces in eV/Å.

Frontier orbital gap = 12.648 eV
Relative energy (zero: lowest compared OMol25 entry of this formula, charge and spin) = 1.282 eV
SMILES = CC.CC
DFT total energy = -159.5379 Ha

natural (NBO) population analysis, charges in e, atoms 1 to 8:
1. H 0.197
2. H 0.214
3. H 0.204
4. C -0.608
5. H 0.205
6. H 0.207
7. C -0.629
8. H 0.205

=====

Record 2
Below is 2 unconnected molecules or ions with the total composition C5H11NO2 in a non-equilibrium geometry, with properties calculated with the ωB97M-V functional and the def2-TZVPD basis.

```
19
Properties=species:S:1:pos:R:3:forces:R:3
H 1.36065 0.67737 0.45349 0.6 0.1 3.0
H 1.37347 0.63926 -1.76629 0.5 0.2 0.6
C 1.71560 0.61005 1.59619 0.1 0.5 -2.3
C -0.67940 0.40166 -0.91466 0.0 0.1 1.0
C -0.44401 -1.24503 1.11832 1.8 -1.5 -3.3
O -0.57337 -1.50242 2.27481 -0.2 0.1 0.7
O 1.09739 -1.22904 -0.99593 0.4 3.6 -1.7
H 2.51072 1.34883 1.65484 0.1 0.1 0.2
H -1.68967 0.47179 1.03165 -0.2 0.1 -0.1
H -0.96689 0.31113 -2.95445 -0.2 0.1 0.0
C -1.30860 -0.27319 0.33186 -0.2 0.4 0.5
H 2.13716 -0.37900 1.74030 -0.1 -0.1 0.0
C 0.76503 -0.01912 -1.13066 -0.5 -4.0 -1.7
H -0.67205 1.49188 -0.74307 0.0 -0.2 -0.1
H 0.38402 -1.72669 0.19334 -2.2 0.5 3.7
H 0.94083 0.82463 2.32130 -0.2 0.0 -0.2
N -1.44530 0.02678 -2.10611 0.4 -0.1 -0.2
H -2.14238 -0.88965 -0.01492 -0.1 0.0 0.0
H -2.36320 0.46077 -2.08999 0.2 0.0 0.0
```
Positions in Å, forces in eV/Å.

Frontier orbital gap = 7.811 eV
Relative energy (zero: lowest compared OMol25 entry of this formula, charge and spin) = 4.012 eV
SMILES = N[C@H](C=O)CC=O.C
DFT total energy = -402.2307 Ha

natural (NBO) population analysis, charges in e, atoms 1 to 8:
1. H 0.166
2. H 0.165
3. C -0.795
4. C -0.146
5. C 0.397
6. O -0.554
7. O -0.527
8. H 0.215

=====

Record 3
Below is a molecular structure, C3H2NO2Se in a non-equilibrium geometry, with properties calculated with the ωB97M-V functional and the def2-TZVPD basis.

```
9
Properties=species:S:1:pos:R:3:forces:R:3
C 0.69097 -1.39458 1.08966 -0.1 -2.6 3.7
O 2.63995 1.18577 0.21053 0.2 -1.6 0.5
C 0.84279 -0.42898 0.08928 -0.2 1.5 -0.4
N 0.64757 -2.22006 1.92011 -0.1 1.6 -1.7
O 3.06791 -0.88061 -0.65372 -0.2 0.4 1.0
C 2.39490 -0.02052 -0.05667 0.6 0.1 -2.6
Se 0.25493 1.42296 0.51589 -1.5 0.6 -0.1
H 0.34340 -0.92244 -0.75231 0.6 0.8 -0.6
H -1.28574 1.47094 0.36238 0.7 -0.8 0.2
```
Positions in Å, forces in eV/Å.

Net charge = -1
Frontier orbital gap = 7.977 eV
Relative energy (zero: lowest compared OMol25 entry of this formula, charge and spin) = 0.210 eV
DFT total energy = -2722.2247 Ha

natural (NBO) population analysis, charges in e, atoms 1 to 8:
1. C 0.298
2. O -0.730
3. C -0.602
4. N -0.391
5. O -0.717
6. C 0.779
7. Se 0.131
8. H 0.258

=====

Record 4
Below is 2 unconnected molecules or ions with the total composition CH6ClN4 in a non-equilibrium geometry, with properties calculated with the ωB97M-V functional and the def2-TZVPD basis.

```
12
Properties=species:S:1:pos:R:3:forces:R:3
N -1.11624 1.13445 -0.48048 0.4 0.0 0.3
H -0.23162 -1.73044 -1.46924 0.0 -0.2 -0.1
C 0.65210 0.59443 0.82896 1.7 0.3 0.2
N 1.30574 1.51098 0.28769 -0.5 -0.1 -0.2
H -1.04861 -2.19970 -0.09097 0.1 -0.1 0.0
H 0.61380 -2.09787 -0.07505 0.0 -0.3 -0.1
N -0.23926 -1.71532 -0.45808 0.0 0.6 0.2
H -2.10972 1.07470 -0.70364 0.2 0.0 0.1
H 2.24679 1.71703 0.59653 0.1 -0.2 0.3
Cl 1.10466 -0.46642 2.11977 -0.1 0.4 -0.4
N -0.68434 0.38632 0.41777 -2.0 -0.2 -0.5
H -0.49331 1.79184 -0.97325 0.0 -0.2 0.1
```
Positions in Å, forces in eV/Å.

Net charge = +1
Frontier orbital gap (alpha / beta) = 8.535 / 8.536 eV
Relative energy (zero: lowest compared OMol25 entry of this formula, charge and spin) = 0.302 eV
DFT total energy = -720.5860 Ha

natural (NBO) population analysis, charges in e, atoms 1 to 8:
1. N -0.338
2. H 0.391
3. C 0.305
4. N -0.573
5. H 0.399
6. H 0.396
7. N -0.966
8. H 0.429

=====

Record 5
Below is a molecular structure, C27H60O15S, with properties calculated with the ωB97M-V functional and the def2-TZVPD basis.

```
103
Properties=species:S:1:pos:R:3:forces:R:3
C -7.38124 -0.60119 -0.45010 0.1 -0.5 -0.3
H -7.09492 -3.46048 -3.06043 0.0 0.1 -0.2
C -5.65448 -3.71411 -1.50417 0.3 0.2 -0.3
H 11.54257 -0.85723 -0.17523 0.0 0.0 0.0
O -4.74214 -2.65337 -6.02426 0.1 0.0 -0.1
H -2.88247 0.14135 1.01276 0.0 0.0 0.0
C -4.54840 -0.49407 -7.12093 0.2 0.1 -0.1
C -4.18647 -1.35082 -5.92845 -0.2 0.0 0.2
H 0.60378 -1.51002 1.27212 0.0 0.0 0.0
H 3.40866 1.36736 1.28369 0.0 0.0 0.0
C -4.86383 -1.71113 -9.12932 0.0 0.0 0.0
H 4.50611 1.17815 4.95207 0.0 0.0 0.1
C -0.24387 2.58653 0.06119 0.0 0.0 0.0
H 5.11389 0.31653 2.64922 0.0 0.1 -0.1
O 10.72878 0.51736 1.14492 -0.1 -0.1 0.0
C 1.14867 -0.79818 1.89076 0.0 0.1 0.0
H -4.80317 -4.64706 -3.23784 0.1 0.1 -0.3
H -1.85212 3.48836 -1.51421 0.0 0.0 0.0
H 7.74605 1.85678 0.39771 0.0 0.0 0.0
H 0.43622 2.95820 -0.71211 0.0 -0.1 0.0
H -4.24131 3.42336 -0.87665 0.0 0.0 0.0
H -3.65798 -4.32134 -1.94731 0.2 0.0 -0.1
H 3.38795 -2.57705 1.39988 0.0 0.0 0.0
H 1.53012 -1.31816 2.77262 0.0 0.0 0.0
H -5.63577 -0.42699 -7.22275 0.0 0.0 0.0
C 3.33017 4.90279 5.56069 -0.1 0.0 0.2
H -3.23687 -3.28674 -7.32005 0.0 0.0 0.0
S -10.34069 -2.72371 -0.76666 -0.4 0.1 0.5
H -2.34151 4.90718 -0.57443 0.0 0.0 0.0
H 9.67987 0.71075 -0.63416 0.0 0.0 0.0
H 6.03194 2.02219 4.60714 0.0 0.0 -0.1
H -8.01222 -3.90239 -0.73344 -0.1 0.1 0.4
H 8.99397 -0.47144 2.84537 0.0 0.0 0.0
H 2.77299 2.82460 5.57143 0.0 0.0 0.0
O 4.13835 -1.43581 2.97279 -0.1 0.0 -0.1
H 0.33999 2.32416 0.94198 0.0 0.0 0.0
H 3.69300 5.65286 4.85146 0.0 0.0 0.0
C -8.01023 -2.94067 -1.23685 -0.2 -0.3 -0.4
H -3.09939 -1.40320 -5.81520 0.0 0.0 0.0
H 6.14970 4.94754 7.22983 0.0 0.0 0.0
H -5.57105 -1.03555 -9.62222 0.0 0.0 0.0
O 4.35732 3.12338 4.26552 0.1 0.0 0.1
H -5.28089 -3.17264 -0.63334 0.0 0.0 0.1
C -2.17648 3.82647 -0.52537 0.1 0.2 0.2
H -6.76387 -2.10447 1.13970 0.0 0.1 0.2
H 10.14041 2.21048 0.18721 0.0 0.0 0.0
H -0.75212 1.69114 -0.30368 0.0 0.0 0.0
O 2.19035 -0.25137 1.10588 0.0 -0.1 0.1
H 5.90488 4.85738 5.47402 0.0 0.0 0.0
C 9.77214 1.19190 0.34424 0.2 0.1 0.1
C -8.14328 -1.82295 -0.16653 0.5 0.3 0.7
O 4.20237 4.80433 6.67445 0.1 0.0 -0.1
H -5.41761 -2.45454 -8.55138 0.0 0.0 0.0
H -4.14041 1.19790 1.68962 0.0 0.0 0.0
H -4.27840 -2.22169 -9.89193 0.0 0.0 0.0
H 4.85305 -0.64588 1.18981 0.0 0.0 0.0
O -3.96246 -0.98089 -8.31653 -0.1 -0.1 0.0
C -6.51800 0.20076 -0.65276 0.1 0.5 0.2
C 3.15234 3.57110 4.86682 0.0 0.0 -0.3
C 4.04216 -2.66136 2.27080 0.0 0.0 0.0
H -4.34875 -4.52869 -6.71246 -0.1 0.0 0.0
C -4.50457 -3.91270 -2.49478 -0.3 -0.2 0.7
O 7.83667 -0.02224 1.16797 0.1 0.0 0.1
O -10.28295 -3.82564 0.13007 0.2 -0.1 -0.2
H 7.69638 -1.60784 2.43269 -0.1 0.0 0.0
H -3.10594 -3.85911 -5.63507 0.1 0.0 0.0
C 4.39525 -0.32189 2.12848 0.0 0.0 0.3
C 5.03263 2.13682 5.02602 -0.1 -0.1 -0.1
H -4.59884 -0.88735 -5.02567 0.0 0.0 0.0
C -3.19346 1.17760 1.13858 0.0 -0.1 0.0
H 7.29116 -0.04213 3.16312 0.1 0.0 0.1
C 3.14206 0.48063 1.86640 0.0 0.1 -0.3
H 0.45800 -0.00769 2.20914 0.0 0.0 0.1
H 3.62788 -3.40095 2.95425 0.0 0.0 0.0
H -2.43086 1.70873 1.71147 0.0 0.0 0.0
H 5.12380 2.42048 6.07675 0.0 0.0 0.0
H -4.22491 -2.97218 -2.96040 0.1 0.0 -0.2
C 8.42164 1.26227 1.02075 -0.2 -0.1 -0.2
H 5.53043 6.36275 6.35505 0.0 0.0 0.0
H 5.03278 -2.99779 1.94545 0.0 0.0 -0.1
H -5.98375 -4.69448 -1.16373 -0.2 0.0 0.1
C 7.97043 -0.55474 2.47312 -0.1 0.0 0.0
H -5.78146 0.96899 -0.72453 0.1 0.0 -0.2
O -3.35642 1.73537 -0.15562 -0.1 0.0 0.1
H 2.70351 0.81770 2.81133 0.0 0.0 0.0
O -9.29645 -2.88380 -1.93902 0.3 -0.2 -0.1
O -7.70162 -2.31742 1.08390 -0.3 0.0 -0.3
H 2.41400 3.68736 4.06671 0.0 0.0 0.0
H -3.81005 3.50217 0.83852 0.0 0.0 0.0
C -3.80176 -3.62499 -6.44877 0.0 0.0 0.1
C -3.47519 3.15346 -0.14254 -0.1 -0.1 -0.2
H 11.51494 -1.31201 1.54059 0.0 0.0 0.0
C -6.80298 -2.93985 -2.14966 -0.3 -0.3 0.2
O -9.52434 -1.49586 -0.08718 -0.3 -0.4 0.0
H 10.01393 -1.36092 0.59435 0.0 0.0 0.0
H -6.45721 -1.93664 -2.37755 -0.2 0.1 -0.3
H -4.16123 0.51656 -6.95751 0.0 0.0 0.0
O -11.59564 -2.30439 -1.26097 0.3 0.5 -0.2
H 8.51011 1.75894 1.99190 0.0 0.0 0.0
C 10.95253 -0.82311 0.74702 0.0 0.0 0.0
O -1.16511 3.59587 0.43959 0.0 -0.1 0.0
C 5.51312 5.26877 6.40726 0.0 0.0 0.0
H 2.35809 5.23556 5.93755 0.0 0.0 0.0
```
Positions in Å, forces in eV/Å.

Frontier orbital gap = 9.645 eV
DFT total energy = -2591.2171 Ha

Löwdin population analysis, charges in e, atoms 1 to 8:
1. C -0.001
2. H 0.136
3. C -0.242
4. H 0.089
5. O -0.203
6. H 0.088
7. C -0.207
8. C -0.211

=====

Question: DFT total energy of number 1 (C4H12)?
Answer: -159.5379 Ha

=====

Question: What is the DFT total energy in the second record?
Answer: -402.2307 Ha